1.
Molecular formula: C15H19NO8S
Method: DFT, the ωB97M-V functional and the def2-TZVPD basis

Summary:
Energy (eV): -44567.963
HOMO (eV): -9.015
Energy above the lowest of the compared OMol25 structures with the same formula, charge and spin (kcal/mol): 4.0
Spin multiplicity: 1
Orbital gap (eV): 8.4
SMILES string: COc1cc(/C=C/C(=O)O)cc(S(=O)(=O)NCCCC(=O)O)c1OC

Last column: Mulliken charge in e.
Positions of all 44 atoms, in Å:
C1 3.76473 0.29184 -2.27517  -0.98
H1 4.25883 -0.62759 -1.94904  0.39
O1 3.02795 0.88307 -1.22726  -0.43
C2 2.02779 0.17003 -0.64090  0.92
C3 1.63253 -1.09018 -1.06070  -0.51
C4 0.57891 -1.78431 -0.45630  0.20
C5 -0.09194 -1.16881 0.59949  -0.67
C6 0.29570 0.08334 1.02352  -0.27
C7 1.35398 0.77260 0.44755  0.55
O2 1.60900 2.00435 0.95894  -0.49
C8 2.94161 2.49486 0.98643  -0.87
H2 3.24840 2.87047 0.00901  0.28
H3 2.93160 3.30729 1.71165  0.31
H4 3.63653 1.72291 1.31877  0.33
S1 -0.48235 0.78406 2.49141  1.41
O3 0.50696 0.74812 3.51952  -0.78
O4 -1.71574 0.06390 2.70341  -0.81
N1 -0.87766 2.35955 2.23112  -0.18
H5 -0.08228 2.89766 1.93085  0.29
C9 -2.16541 2.79203 1.73912  -0.89
C10 -2.37590 2.62171 0.23035  -0.63
C11 -2.69743 1.18144 -0.18535  0.58
C12 -4.07903 0.77481 0.32294  0.27
O5 -5.07912 1.01685 -0.29631  -0.60
O6 -4.12184 0.15003 1.49323  -0.52
H6 -3.24895 0.04909 1.94311  0.53
H7 -2.72290 1.12780 -1.27516  0.45
H8 -1.93663 0.49818 0.18786  -0.60
H9 -3.20441 3.26116 -0.08030  0.46
H10 -1.47576 2.95621 -0.29214  0.36
H11 -2.26591 3.84895 2.00206  0.33
H12 -2.91684 2.23566 2.30049  0.43
H13 -0.90474 -1.65914 1.11195  0.52
C13 0.16126 -3.10512 -0.88109  -0.26
C14 0.73567 -3.86634 -1.82126  -0.39
C15 0.24183 -5.20057 -2.18568  0.08
O7 0.75017 -5.89822 -3.02950  -0.56
O8 -0.84028 -5.59055 -1.49338  -0.45
H14 -1.11275 -6.47433 -1.78464  0.34
H15 1.60650 -3.56347 -2.38211  0.38
H16 -0.70429 -3.50049 -0.36670  0.43
H17 2.14177 -1.55215 -1.88891  0.43
H18 4.51835 1.02858 -2.54795  0.24
H19 3.13207 0.08476 -3.14294  0.36

***

2.
Molecular formula: C15H20AuBrF3O4S
Method: DFT, the ωB97M-V functional and the def2-TZVPD basis

Summary:
Energy (eV): -116795.219
HOMO (eV): -4.950
Energy above the lowest of the compared OMol25 structures with the same formula, charge and spin (kcal/mol): 0.0
Total charge: -1
Spin multiplicity: 1
Orbital gap (eV): 7.5

Last column: Mulliken charge in e.
Positions of all 45 atoms, in Å:
Au1 3.84959 -0.19902 0.54728  0.47
C1 -4.20494 -0.72718 -0.11871  -2.12
C2 -3.14715 -1.80062 0.13763  2.03
C3 -3.59178 -2.63163 1.34798  -1.65
C4 -3.08141 -2.70875 -1.09735  -1.66
C5 -1.76877 -1.19786 0.40208  -0.30
C6 -0.68243 -2.03142 0.64118  -0.65
C7 0.56726 -1.50497 0.88643  -0.73
Br1 1.95591 -2.73788 1.27913  -0.28
C8 0.84336 -0.11873 0.89889  1.30
O1 2.01633 0.37728 1.19132  -1.12
C9 -0.25964 0.73365 0.63155  -0.40
C10 -1.51488 0.16673 0.41460  0.57
C11 -0.18728 2.27409 0.59431  2.01
C12 1.22025 2.88398 0.58069  -1.98
C13 -0.92389 2.82245 1.82429  -1.62
C14 -0.88573 2.78862 -0.67673  -1.73
H1 -5.16928 -1.20332 -0.30939  0.44
H2 -3.95501 -0.11588 -0.98766  0.39
H3 -4.32338 -0.06376 0.74001  0.37
H4 -4.57239 -3.08042 1.16773  0.44
H5 -3.65665 -2.00560 2.23969  0.38
H6 -2.88632 -3.43624 1.55799  0.31
H7 -4.05904 -3.15560 -1.29866  0.44
H8 -2.36386 -3.51813 -0.95997  0.31
H9 -2.77420 -2.13940 -1.97616  0.38
H10 -0.79916 -3.10766 0.65566  0.44
H11 -2.34035 0.84297 0.24378  0.29
H12 1.76414 2.69395 1.50074  0.33
H13 1.11127 3.96557 0.45129  0.48
H14 1.82501 2.50053 -0.23926  0.37
H15 -0.44350 2.47743 2.74149  0.35
H16 -1.96614 2.49824 1.84750  0.30
H17 -0.90688 3.91582 1.82003  0.43
H18 -0.38935 2.39933 -1.56726  0.39
H19 -0.83257 3.87944 -0.70774  0.47
H20 -1.93811 2.50998 -0.72910  0.33
F1 4.43621 -0.73289 -2.71396  -0.22
C15 5.77268 -0.67624 -2.67480  0.69
F2 6.23997 -1.93141 -2.71988  -0.24
F3 6.19088 -0.03883 -3.77885  -0.24
S1 6.38763 0.20050 -1.17807  1.16
O2 5.80845 1.51088 -1.26305  -0.60
O3 7.81163 0.06087 -1.27626  -0.64
O4 5.82357 -0.63887 -0.07045  -0.70

***

3.
Molecular formula: C15H20BN3O5
Method: DFT, the ωB97M-V functional and the def2-TZVPD basis

Summary:
Energy (eV): -31257.217
HOMO (eV): -9.455
Spin multiplicity: 1
Orbital gap (eV): 8.9
SMILES string: O=[N+]([O-])c1ccccc1.O=[N+]([O-])c1ccccc1.BC[C@@H](O)CN

Last column: Mulliken charge in e.
Positions of all 44 atoms, in Å:
B1 -3.15789 1.05033 0.76867  0.27
C1 -2.02402 1.88342 1.43458  -0.59
C2 -2.33681 2.57540 2.76688  0.26
O1 -3.50816 3.37820 2.57441  -0.54
C3 -2.59889 1.55737 3.87614  -0.62
N1 -1.38625 0.78763 4.17133  -0.56
H1 -2.87293 0.16542 0.02138  -0.12
H2 -4.30685 1.28935 0.95765  -0.05
H3 -1.07911 1.32960 1.51686  -0.02
H4 -1.81355 2.67920 0.68996  0.23
H5 -1.48889 3.20201 3.07151  0.34
H6 -3.41446 4.19348 3.06922  0.34
H7 -3.46412 0.94596 3.56790  0.20
H8 -2.89704 2.08105 4.79225  0.42
H9 -1.46151 0.32565 5.06988  0.26
H10 -1.23340 0.04944 3.49162  0.16
C4 1.69770 -1.12178 1.71774  -0.55
C5 1.01939 -2.26310 1.31347  -0.59
C6 0.13054 -2.20726 0.24998  -0.43
C7 -0.03920 -0.99460 -0.39195  -0.06
C8 0.60903 0.16320 -0.00234  -0.35
C9 1.48332 0.08972 1.07128  -0.57
N2 -0.94733 -0.93501 -1.55804  1.33
O2 -1.51664 -1.95778 -1.88313  -0.66
O3 -1.06477 0.13070 -2.12505  -0.61
H11 2.42920 -1.18375 2.51233  0.48
H12 1.21715 -3.21279 1.79252  0.47
H13 -0.40236 -3.07475 -0.11045  0.58
H14 0.42979 1.07851 -0.54675  0.49
H15 2.02372 0.97465 1.38043  0.46
C10 1.14769 -0.68938 -4.73089  -0.46
C11 0.98454 -1.79861 -3.91095  -0.52
C12 1.82607 -1.99151 -2.82636  -0.16
C13 2.81110 -1.04763 -2.59251  0.03
C14 2.99530 0.06814 -3.38787  -0.52
C15 2.14977 0.23690 -4.47400  -0.41
N3 3.66595 -1.21212 -1.39590  1.14
O4 3.50928 -2.21847 -0.73573  -0.60
O5 4.43050 -0.31188 -1.11452  -0.64
H16 0.48392 -0.54286 -5.57273  0.40
H17 0.19523 -2.51199 -4.10737  0.38
H18 1.72907 -2.83316 -2.15657  0.50
H19 3.77636 0.77178 -3.14134  0.49
H20 2.26956 1.10130 -5.11352  0.39

***

4.
Molecular formula: C15H20Cl2EuN2Se
Method: DFT, the ωB97M-V functional and the def2-TZVPD basis

Summary:
Energy (eV): -128575.805
HOMO (spin up / spin down) (eV): -0.184 / -2.926
Energy above the lowest of the compared OMol25 structures with the same formula, charge and spin (kcal/mol): 18.9
Total charge: -1
Spin multiplicity: 7
Orbital gap (spin up / spin down) (eV): 2.8 / 5.4

Last column: Löwdin spin population.
Positions of all 41 atoms, in Å:
Eu1 -1.32569 1.71694 0.82022  3.51
Cl1 -1.22801 3.01741 -1.37574  0.03
Cl2 -0.12435 2.51245 2.96872  0.02
C1 0.82656 -0.84548 -3.08273  0.17
H1 1.00426 -1.46364 -2.18482  0.02
H2 1.24167 0.13508 -2.82504  0.03
C2 -0.76015 -0.52045 -2.90937  0.72
C3 1.62916 -1.29214 -4.18078  0.61
H3 -1.33300 -1.42843 -2.82798  0.05
C4 1.71339 -0.38584 -5.31673  0.10
H4 1.61514 -2.36408 -4.39264  0.04
C5 1.07849 1.03326 -5.08375  0.00
H5 2.75805 -0.22771 -5.63486  0.03
H6 1.19482 -0.85945 -6.16422  0.02
C6 -0.45073 1.13073 -4.99203  0.02
H7 1.52497 1.53161 -4.21596  0.00
H8 1.37167 1.62862 -5.95632  0.00
C7 -1.27300 0.52245 -3.77273  0.12
H9 -0.68485 2.20684 -4.98480  0.00
H10 -0.89206 0.76096 -5.92958  0.00
H11 -1.40893 1.37452 -3.10099  0.04
H12 -2.26287 0.25166 -4.17468  0.01
C8 -2.48190 -0.11245 2.98874  0.08
N1 -1.13607 -0.65623 3.15064  0.02
C9 -0.28892 -1.01378 2.12986  0.07
Se1 -0.67490 -1.13466 0.32711  0.09
N2 0.91857 -1.26227 2.74370  0.02
C10 0.84726 -0.99912 4.11284  0.01
C11 1.86212 -0.77496 5.03044  0.02
C12 1.49222 -0.21408 6.25784  0.01
C13 0.15312 0.13630 6.52728  0.01
C14 -0.85513 -0.06117 5.56805  0.02
C15 -0.46407 -0.64816 4.37409  0.00
H13 -3.14695 -0.58643 3.71648  0.01
H14 -2.84614 -0.33870 1.97607  0.05
H15 -2.48754 0.97568 3.17718  0.05
H16 1.76083 -1.50014 2.24076  0.00
H17 2.88292 -1.03311 4.76288  0.00
H18 2.24418 -0.02726 7.02513  0.00
H19 -0.09918 0.57933 7.49529  0.00
H20 -1.89496 0.23590 5.71241  0.01

***

5.
Molecular formula: C15H20Cl4HgN2O9P2Se
Method: DFT, the ωB97M-V functional and the def2-TZVPD basis

Summary:
Energy (eV): -175483.689
HOMO (spin up / spin down) (eV): -2.553 / -5.029
Energy above the lowest of the compared OMol25 structures with the same formula, charge and spin (kcal/mol): 0.0
Total charge: -1
Spin multiplicity: 2
Orbital gap (spin up / spin down) (eV): 5.0 / 7.4

Last column: Löwdin spin population.
Positions of all 54 atoms, in Å:
Hg1 0.07183 0.05385 -0.43391  0.00
Cl1 -0.86020 7.26668 0.86562  -0.01
C1 -0.91807 5.50821 0.84335  0.00
C2 -1.87915 4.86486 1.60401  0.17
C3 -1.86791 3.46968 1.56495  0.02
Cl2 -3.05142 2.64178 2.56237  -0.01
C4 -0.99553 2.68929 0.81509  0.09
O1 -1.08332 1.36586 0.93544  0.05
C5 -0.02776 3.39096 -0.02590  0.04
C6 0.91239 2.88663 -0.96517  0.28
O2 1.21715 1.68588 -1.36132  0.21
C7 -0.02810 4.81774 0.06689  0.13
H1 -2.58888 5.40659 2.20920  0.01
H2 1.49726 3.67613 -1.45110  0.01
H3 0.69776 5.36456 -0.52095  0.00
C8 -2.77496 -2.93589 -2.46413  0.00
C9 -2.67684 -2.34742 -1.06132  0.00
O3 -3.70471 -2.87750 -0.24059  0.00
P1 -2.92272 -0.51606 -1.16630  0.00
O4 -3.24083 0.02620 0.28027  0.00
O5 -4.33952 -0.41808 -1.91278  0.00
O6 -1.86023 0.23307 -1.87882  0.00
P2 -1.01407 -2.81278 -0.35325  0.00
O7 -1.24675 -2.10663 1.10165  0.00
O8 -0.82779 -4.27339 -0.20166  0.00
O9 0.07261 -2.05333 -1.10298  0.00
H4 -3.80779 -2.89369 -2.80895  0.00
H5 -2.43931 -3.97322 -2.44635  0.00
H6 -2.13979 -2.36940 -3.14510  0.00
H7 -3.52558 -2.58002 0.66165  0.00
H8 -2.48362 0.61526 0.62860  0.00
H9 -4.92768 0.18326 -1.43925  0.00
H10 -0.81932 -2.60182 1.81330  0.00
Cl3 -0.43739 -1.48368 4.37020  0.00
C10 -0.66017 0.22284 3.88324  0.00
Cl4 0.85854 1.12123 3.92079  0.00
H11 -1.34927 0.67470 4.58467  0.00
H12 -1.03246 0.25524 2.86434  0.00
C11 3.92685 1.03141 -1.13445  0.00
N1 3.77795 -0.41318 -1.04984  0.00
C12 4.31103 -1.30589 -1.95538  0.00
C13 3.99007 -2.54215 -1.52802  0.00
N2 3.26557 -2.39442 -0.36562  0.00
C14 2.75602 -3.49913 0.43322  0.00
C15 3.11917 -1.08312 -0.07838  0.00
Se1 2.21487 -0.33097 1.37215  0.00
H13 4.97719 1.26744 -1.30404  0.00
H14 3.58826 1.46215 -0.19663  0.00
H15 3.29969 1.42345 -1.93151  0.00
H16 4.86551 -0.98120 -2.81682  0.00
H17 4.20052 -3.50901 -1.94716  0.00
H18 3.47659 -4.31430 0.39154  0.00
H19 1.79196 -3.83539 0.05757  0.00
H20 2.64235 -3.15325 1.45758  0.00

***

Copy entry 3 word for word.
Molecular formula: C15H20BN3O5
Method: DFT, the ωB97M-V functional and the def2-TZVPD basis

Summary:
Energy (eV): -31257.217
HOMO (eV): -9.455
Spin multiplicity: 1
Orbital gap (eV): 8.9
SMILES string: O=[N+]([O-])c1ccccc1.O=[N+]([O-])c1ccccc1.BC[C@@H](O)CN

Last column: Mulliken charge in e.
Positions of all 44 atoms, in Å:
B1 -3.15789 1.05033 0.76867  0.27
C1 -2.02402 1.88342 1.43458  -0.59
C2 -2.33681 2.57540 2.76688  0.26
O1 -3.50816 3.37820 2.57441  -0.54
C3 -2.59889 1.55737 3.87614  -0.62
N1 -1.38625 0.78763 4.17133  -0.56
H1 -2.87293 0.16542 0.02138  -0.12
H2 -4.30685 1.28935 0.95765  -0.05
H3 -1.07911 1.32960 1.51686  -0.02
H4 -1.81355 2.67920 0.68996  0.23
H5 -1.48889 3.20201 3.07151  0.34
H6 -3.41446 4.19348 3.06922  0.34
H7 -3.46412 0.94596 3.56790  0.20
H8 -2.89704 2.08105 4.79225  0.42
H9 -1.46151 0.32565 5.06988  0.26
H10 -1.23340 0.04944 3.49162  0.16
C4 1.69770 -1.12178 1.71774  -0.55
C5 1.01939 -2.26310 1.31347  -0.59
C6 0.13054 -2.20726 0.24998  -0.43
C7 -0.03920 -0.99460 -0.39195  -0.06
C8 0.60903 0.16320 -0.00234  -0.35
C9 1.48332 0.08972 1.07128  -0.57
N2 -0.94733 -0.93501 -1.55804  1.33
O2 -1.51664 -1.95778 -1.88313  -0.66
O3 -1.06477 0.13070 -2.12505  -0.61
H11 2.42920 -1.18375 2.51233  0.48
H12 1.21715 -3.21279 1.79252  0.47
H13 -0.40236 -3.07475 -0.11045  0.58
H14 0.42979 1.07851 -0.54675  0.49
H15 2.02372 0.97465 1.38043  0.46
C10 1.14769 -0.68938 -4.73089  -0.46
C11 0.98454 -1.79861 -3.91095  -0.52
C12 1.82607 -1.99151 -2.82636  -0.16
C13 2.81110 -1.04763 -2.59251  0.03
C14 2.99530 0.06814 -3.38787  -0.52
C15 2.14977 0.23690 -4.47400  -0.41
N3 3.66595 -1.21212 -1.39590  1.14
O4 3.50928 -2.21847 -0.73573  -0.60
O5 4.43050 -0.31188 -1.11452  -0.64
H16 0.48392 -0.54286 -5.57273  0.40
H17 0.19523 -2.51199 -4.10737  0.38
H18 1.72907 -2.83316 -2.15657  0.50
H19 3.77636 0.77178 -3.14134  0.49
H20 2.26956 1.10130 -5.11352  0.39

***

Q: Which value of spin multiplicity does entry 5 give?
A: 2

***

Q: The highest energy belongs to which entry?
A: C15H20BN3O5

***

Q: Among the records above, which one has the lowest energy?
A: C15H20Cl4HgN2O9P2Se